[1]
14
Properties=species:S:1:pos:R:3 method="wB97M-V/def2-TZVPD" smiles="C=P(N)=C=[N+]=NC" total_charge=+1 gap_ev=7.665
C -0.021 0.229 -2.744
P 0.828 -0.031 -1.381
N 2.280 -0.845 -1.573
C 0.194 -0.728 0.054
N -0.322 -0.310 1.092
N -0.476 0.124 2.193
C -1.672 0.496 2.902
H 0.466 0.128 -3.717
H -1.069 0.765 -2.707
H 2.872 -1.035 -0.800
H 2.588 -0.758 -2.567
H -2.584 0.239 2.469
H -1.581 1.539 2.846
H -1.504 0.187 3.933

=====

[2]
14
Properties=species:S:1:pos:R:3 method="wB97M-V/def2-TZVPD" total_charge=0 gap_ev="7.589 / 7.587"
C -0.168 -0.656 -0.317
C 1.025 0.103 -0.089
C -1.290 -0.965 0.688
N 3.388 0.733 0.369
N -1.583 -0.364 -0.548
N -2.171 0.871 -0.550
S 2.576 -0.458 -0.262
H -0.084 -1.509 -1.007
H 0.818 1.039 0.412
H -1.651 -1.887 1.039
H -1.342 -0.188 1.375
H 4.375 0.631 0.193
H -2.266 1.205 -1.427
H -1.628 1.445 0.124

=====

[3]
14
Properties=species:S:1:pos:R:3 method="wB97M-V/def2-TZVPD" total_charge=0 gap_ev="7.281 / 7.297"
C -0.309 -1.081 -0.291
C -1.626 -1.387 -0.485
C 1.244 0.170 1.000
N 0.069 0.082 0.192
N -1.838 1.010 0.476
N -1.713 1.687 -0.672
S -2.695 -0.376 0.460
H 0.425 -1.858 -0.504
H -2.000 -2.235 -1.018
H 1.817 -0.763 1.005
H 1.881 0.981 0.639
H 0.957 0.393 2.029
H -1.759 1.162 -1.546
H -0.928 2.325 -0.638

=====

[4]
14
Properties=species:S:1:pos:R:3 method="wB97M-V/def2-TZVPD" total_charge=0 gap_ev="8.048 / 7.725"
C 0.355 0.467 0.285
C 1.793 -0.168 0.009
C -0.529 -0.392 1.066
N 0.125 1.501 -0.368
N -2.517 0.691 -0.382
N 1.365 -1.222 -0.738
S -1.985 -0.806 -0.045
H 2.328 0.795 -0.359
H 2.139 -0.717 0.909
H -0.061 -1.461 1.259
H -0.795 0.148 2.039
H -0.859 1.862 -0.595
H -2.775 0.581 -1.347
H 1.415 -1.279 -1.732

=====

[5]
14
Properties=species:S:1:pos:R:3 method="wB97M-V/def2-TZVPD" total_charge=0 gap_ev=8.809
H 1.617 0.141 -1.977
N 1.579 0.459 -1.038
C 0.533 0.040 -0.364
C -0.445 -0.990 -0.798
N -1.752 -0.560 -0.408
N 0.248 0.485 0.906
C 1.152 1.231 1.624
S 0.830 1.715 3.109
H -0.190 -1.947 -0.320
H -0.398 -1.052 -1.893
H -2.412 -1.350 -0.347
H -2.209 0.200 -0.927
H -0.664 0.281 1.339
H 2.112 1.346 1.095

=====

[6]
14
Properties=species:S:1:pos:R:3 method="wB97M-V/def2-TZVPD" total_charge=0 gap_ev=8.987
C -1.679 -1.014 0.949
N -1.888 -0.501 -0.432
C -1.277 0.596 -0.904
N -0.441 1.383 -0.327
C 0.393 1.127 0.755
N 1.401 0.365 0.859
S 1.750 -0.627 -0.510
H -2.449 -1.753 1.095
H -0.661 -1.494 1.038
H -1.763 -0.173 1.681
H -2.530 -0.963 -1.031
H -1.664 0.911 -1.883
H 0.145 1.751 1.639
H 2.803 -1.231 0.118

=====

[7]
14
Properties=species:S:1:pos:R:3 method="wB97M-V/def2-TZVPD" total_charge=0 gap_ev=9.653
C -1.025 -0.239 0.156
C -0.628 1.227 -0.102
C 0.067 -0.920 0.793
N -2.182 -0.629 -0.214
N 1.835 -0.906 -1.011
N 0.799 1.330 0.350
S 1.663 -0.131 0.364
H -0.843 1.494 -1.080
H -1.227 1.799 0.575
H -0.141 -1.057 1.790
H 0.256 -1.995 0.326
H -2.215 -1.598 -0.106
H 2.767 -0.861 -1.122
H 1.271 2.271 0.199

=====

[8]
14
Properties=species:S:1:pos:R:3 method="wB97M-V/def2-TZVPD" total_charge=0 gap_ev=8.691
C 0.656 0.567 1.960
C 0.819 1.725 -0.282
C -0.183 -0.621 0.135
H 1.111 -0.381 2.156
H -0.184 0.253 2.662
H 1.322 1.519 2.311
H 2.123 2.122 0.201
H -0.770 0.883 -1.487
H -1.230 -2.303 0.651
H -1.353 -1.021 2.005
N 0.274 0.553 0.618
N 0.185 1.769 -1.438
N -0.802 -1.490 1.086
S -0.398 -1.057 -1.328

=====

[9]
14
Properties=species:S:1:pos:R:3 method="wB97M-V/def2-TZVPD" total_charge=0 gap_ev=9.230
C 1.235 -0.938 1.270
N 0.336 -0.204 1.858
N 0.303 1.099 1.673
C -0.433 1.800 0.873
C -1.211 1.286 -0.281
S -1.612 -0.519 -0.216
N -0.343 -1.256 -1.160
H 1.925 -0.309 0.612
H 1.328 -1.931 1.703
H -0.274 2.809 1.016
H -2.019 1.990 -0.537
H -0.485 1.217 -1.077
H 0.490 -1.375 -0.577
H -0.574 -2.237 -1.508

=====

[10]
15
Properties=species:S:1:pos:R:3 method="wB97M-V/def2-TZVPD" smiles="[H]/N=C(/N)[C@H](S)C(N)=S" total_charge=0 gap_ev=8.975
H 0.196 1.949 -0.939
N 0.519 1.947 0.025
C 0.256 0.910 0.752
N 0.666 0.884 2.049
C -0.542 -0.272 0.158
S -0.982 -1.561 1.357
C 0.194 -0.798 -1.004
N -0.337 -0.417 -2.209
S 1.521 -1.753 -0.945
H 0.163 0.230 2.632
H 0.985 1.809 2.428
H -1.496 0.046 -0.275
H 0.202 -2.173 1.289
H -1.324 -0.023 -2.226
H -0.020 -0.779 -3.091

=====

[11]
14
Properties=species:S:1:pos:R:3 method="wB97M-V/def2-TZVPD" total_charge=0 gap_ev=9.137
C -0.064 1.665 -0.905
C -0.625 2.889 -0.543
C 0.135 -2.188 -0.875
N 0.038 0.748 -0.053
N -1.028 2.864 0.631
N -0.972 2.125 1.510
Si 0.807 -0.787 0.315
H 0.471 1.841 -1.883
H -0.821 3.802 -1.210
H -0.506 -2.816 -0.126
H -0.410 -1.573 -1.540
H 0.905 -2.715 -1.521
H 0.414 -1.036 1.635
H 2.228 -0.634 0.162

=====

[12]
14
Properties=species:S:1:pos:R:3 method="wB97M-V/def2-TZVPD" total_charge=+1 gap_ev="7.538 / 7.536"
C 1.887 -0.832 -0.127
C -0.406 -0.173 0.154
C -0.479 1.131 -0.604
N 2.040 0.419 0.198
N 1.292 1.173 0.694
N 0.451 -1.093 -0.154
N -1.555 -0.528 0.818
H 2.468 -1.381 -0.859
H 0.139 1.265 -1.466
H -0.568 1.949 0.006
H -1.542 1.100 -0.970
H 0.102 -2.045 0.027
H -2.116 0.299 0.863
H -1.712 -1.287 1.419

=====

[13]
14
Properties=species:S:1:pos:R:3 method="wB97M-V/def2-TZVPD" total_charge=+1 gap_ev="8.105 / 8.106"
C 1.561 0.722 0.475
C -0.994 0.318 -0.053
C 1.258 -0.594 0.564
N 1.949 1.819 0.506
N -1.986 -0.528 0.087
N 1.639 -1.361 -0.376
N -1.030 1.582 -0.395
H 0.584 -1.097 1.293
H -1.853 -1.460 0.605
H -2.964 -0.204 -0.131
H 1.553 -2.301 -0.266
H 2.234 -1.083 -1.126
H -0.233 2.095 -0.364
H -1.720 2.094 -0.817

=====

[14]
15
Properties=species:S:1:pos:R:3 method="wB97M-V/def2-TZVPD" smiles=CCOn1cnn[nH+]1 total_charge=+1 gap_ev=10.617
C 1.980 -0.114 -0.355
C 1.151 0.101 0.997
O -0.075 -0.687 1.090
N -1.022 -0.262 0.248
C -2.017 -1.055 -0.434
N -2.879 -0.181 -1.223
N -2.383 1.032 -0.965
N -1.333 0.996 -0.129
H 1.946 -1.175 -0.757
H 1.675 0.593 -1.201
H 3.075 0.119 -0.093
H 1.825 -0.267 1.849
H 1.014 1.219 1.145
H -2.093 -2.181 -0.340
H -0.863 1.860 0.169

=====

[15]
15
Properties=species:S:1:pos:R:3 method="wB97M-V/def2-TZVPD" total_charge=+1 gap_ev=9.665
C -0.633 1.157 2.505
C 1.234 0.816 1.550
C 0.098 0.935 -0.748
N 0.690 0.945 2.737
N -0.948 1.074 1.254
N 0.160 0.807 0.606
N -1.102 0.922 -1.310
O 0.168 -1.609 -0.191
H -1.357 1.306 3.206
H 2.204 0.399 1.502
H 0.943 0.925 -1.445
H 0.459 -2.040 0.654
H -1.229 1.003 -2.265
H -1.909 0.798 -0.709
H -0.447 -2.174 -0.613

=====

[16]
15
Properties=species:S:1:pos:R:3 method="wB97M-V/def2-TZVPD" total_charge=+1 gap_ev="7.836 / 7.835"
C 0.126 -1.324 0.036
C 1.091 -0.304 0.030
C -0.806 1.009 -0.283
N -1.097 -0.880 0.246
N 0.521 0.926 -0.030
N 2.421 -0.461 0.070
N -1.564 1.980 0.126
O -2.179 -1.570 -0.055
H 0.355 -2.355 -0.196
H 1.106 1.756 0.004
H 2.824 -1.379 0.127
H 3.040 0.308 -0.129
H -2.530 1.994 -0.168
H -1.297 2.661 0.833
H -2.011 -2.362 -0.611

=====

[17]
17
Properties=species:S:1:pos:R:3 method="wB97M-V/def2-TZVPD" total_charge=+1 gap_ev=6.944
C 0.990 -1.697 1.495
C -0.054 -1.169 0.811
C -0.585 1.306 -1.548
N 0.139 1.957 -2.418
N -1.392 1.962 -0.777
N -1.226 -0.642 1.558
N 2.132 -2.056 0.916
O -1.186 -0.772 2.735
O -2.014 -0.013 0.928
S -0.187 -1.099 -0.881
H 1.039 -1.839 2.542
H 0.137 2.972 -2.485
H 0.758 1.481 -3.006
H -1.978 1.487 0.009
H -1.579 2.893 -0.996
H 2.659 -2.845 1.173
H 2.346 -1.926 -0.058

=====

[18]
17
Properties=species:S:1:pos:R:3 method="wB97M-V/def2-TZVPD" total_charge=0 gap_ev=7.854
C 0.614 -0.725 -1.226
C 0.465 -0.473 0.262
C 0.180 0.859 0.831
N -3.216 -0.976 1.263
N -3.803 -1.657 0.319
N -2.257 -1.430 1.943
N -0.641 -1.106 -0.507
P -1.695 -3.021 1.643
P -1.140 -2.887 -0.512
P -3.290 -3.230 0.047
H 0.216 -0.011 -1.878
H 1.138 -1.629 -1.479
H 1.042 -1.065 0.986
H 0.967 1.391 1.364
H -0.746 0.642 1.469
H -0.273 1.427 -0.078
H -1.550 -0.593 -0.589

=====

[19]
15
Properties=species:S:1:pos:R:3 method="wB97M-V/def2-TZVPD" total_charge=+1 gap_ev="6.189 / 7.214"
C -0.650 1.777 -0.415
C -0.183 -0.747 0.321
C -1.682 -1.089 -0.118
N 0.784 -1.716 -0.040
N 1.897 -1.401 -0.323
N 2.757 0.946 0.726
N 0.321 0.510 -0.086
S 2.091 0.444 -0.506
H -0.336 2.211 -1.363
H -1.558 1.684 0.256
H -0.384 -1.082 1.420
H -1.624 -1.292 -1.132
H -2.371 -0.274 -0.058
H -1.979 -1.873 0.429
H 2.919 1.901 0.887

=====

[20]
15
Properties=species:S:1:pos:R:3 method="wB97M-V/def2-TZVPD" total_charge=+1 gap_ev="7.846 / 6.819"
C -1.006 0.226 -1.333
N -0.514 -0.137 -0.072
C 0.622 0.115 0.593
C 1.798 0.845 0.127
S 2.852 1.535 1.403
N -1.283 -1.010 0.490
N -1.845 -1.236 1.531
N -2.188 -2.151 2.196
H -0.279 0.253 -2.121
H -1.446 1.265 -1.235
H -1.778 -0.415 -1.668
H 0.730 -0.352 1.639
H 2.616 0.151 -0.375
H 1.613 1.544 -0.642
H -3.001 -2.072 2.865

=====

Summary of E in eV
-16971.8653; -18524.8230; -18525.6739; -18524.8432; -18529.5628; -18528.8520; -18527.1699; -18524.8074; -18526.7015; -29365.1838; -15569.4149; -9174.2548; -9175.3033; -11219.8498; -11224.3525; -11222.4661; -24103.5423; -37047.1040; -20005.3581; -20005.7855
(order as listed above)
Summary of relative energy (zero: lowest compared OMol25 entry of this formula, charge and spin) in kcal per mole
97.5; 130.2; 110.6; 129.8; 20.9; 37.3; 76.1; 130.6; 86.9; 10.2; 71.0; 98.3; 74.1; 141.3; 37.5; 81.0; 89.2; 67.3; 168.4; 158.6
(order as listed above)